# C4H13NO

A cluster of 2 separate species, C4H13NO in total (wB97M-V/def2-TZVPD, the OMol25 dataset).

```
19
Properties=species:S:1:pos:R:3:forces:R:3
O 1.8493 2.1771 2.0434 -0.01 -0.01 -0.06
N 0.1873 1.1083 -0.2974 0.21 -0.40 -0.30
C -1.0768 -0.9528 -0.1195 -0.61 -0.02 -0.71
C 1.4143 -1.0848 -0.5341 -0.38 0.31 -0.66
C -2.4311 -0.3457 -0.5329 -0.04 0.24 0.22
C 0.1128 -0.2852 -0.7987 0.14 0.38 0.79
H 2.0157 -0.5199 0.1707 0.19 -0.24 0.26
H -1.0948 -2.0077 -0.3984 0.18 -0.09 0.16
H 1.1048 1.9362 2.6047 0.12 0.10 0.13
H 2.6332 2.1483 2.5995 -0.08 -0.03 0.08
H 1.9892 -1.1948 -1.4514 0.17 0.08 -0.07
H -0.0722 -0.1743 -1.8643 -0.12 -0.35 -0.19
H -3.1595 -1.1018 -0.8198 0.05 -0.13 -0.03
H 0.6371 1.0806 0.6125 -0.05 0.15 -0.07
H 0.8424 1.6153 -0.8859 -0.07 0.13 0.11
H -2.3140 0.3425 -1.3675 0.05 0.00 -0.11
H -0.9542 -0.8838 0.9603 0.14 -0.12 0.14
H -2.8929 0.2362 0.2643 0.09 0.03 0.06
H 1.2094 -2.0938 -0.1855 0.02 -0.03 0.26
```
Forces are in eV/Å.

Properties
total charge: 0
HOMO: -9.0711 eV
largest force on an atom: 0.9 eV/A
relative energy (zero: lowest compared OMol25 entry of this formula, charge and spin): 37.3 kJ/mol
DFT total energy: -7896.275 eV
orbital gap: 0.36003 hartree
spin multiplicity: 1
SMILES: CC[C@H](C)N.O